<A>
Here is a 2-piece molecular cluster, C4H11NO overall from the OMol25 dataset. Energies are from ωB97M-V/def2-TZVPD.

```
! RIJCOSX wB97M-V def2-TZVPD def2/J DEFGRID3
* xyz 1 2
C 0.0967 -1.5766 -0.4049
C -0.5292 -0.2372 -0.6176
C -1.0418 0.4977 0.4421
N -0.8349 0.1976 1.7380
C -0.5906 0.2835 -2.0071
H -0.6235 -2.2456 0.0828
H 0.3522 -2.0344 -1.3532
H 0.9585 -1.5253 0.2655
H -1.6185 1.4005 0.2786
H -1.5802 0.4809 2.3539
H -0.5388 -0.7534 1.9230
H -1.2543 -0.3628 -2.5879
H -1.0269 1.2800 -2.0438
H 0.3960 0.2525 -2.4670
H 1.3977 0.9075 0.5520
H 2.7718 1.3950 0.2555
O 2.3144 0.7021 0.7261
*
```

<B>
Here is a 2-piece molecular cluster, C4H11NO overall from the OMol25 dataset. Energies are from ωB97M-V/def2-TZVPD.

```
! RIJCOSX wB97M-V def2-TZVPD def2/J DEFGRID3
* xyz 1 2
C 1.0847 1.5545 -3.4101
C 1.2765 0.6557 -2.1535
C 2.4787 1.0833 -1.3643
H 2.2434 1.6487 -3.8751
H 0.3385 1.5076 -4.2410
H 0.9230 2.4621 -2.8541
H 0.4577 0.9558 -1.4688
H 1.1669 -0.4392 -2.2722
H 2.3866 0.7993 -0.2381
H 2.6062 2.1152 -1.6793
H 3.3456 0.5809 -1.7852
C -2.6656 -1.7253 3.8839
N -3.4682 -2.5769 4.5191
O -2.6011 -0.4888 3.8002
H -1.9723 -2.2552 3.2157
H -3.9956 -2.2723 5.3382
H -3.6049 -3.6053 4.5846
*
```

<C>
Here is an isolated ion of composition C4H11NO and charge +1 from the OMol25 dataset. Energies are from ωB97M-V/def2-TZVPD.

```
! RIJCOSX wB97M-V def2-TZVPD def2/J DEFGRID3
* xyz 1 2
C -0.8148 1.8947 -0.3983
N -1.1581 0.5157 -0.4307
C 0.3884 -1.2721 -1.0667
C -0.2913 -0.5032 0.0768
C 0.5987 -0.0810 1.2530
O 0.9968 -1.2445 1.9483
H -0.5868 2.2018 0.6250
H 0.1103 2.0895 -0.9710
H -1.5625 2.5084 -0.8880
H -1.7229 0.2091 -1.2285
H 1.1501 -1.8994 -0.6061
H -0.2939 -1.9652 -1.5514
H 0.8508 -0.6181 -1.8069
H -0.9609 -1.2548 0.5438
H 0.0039 0.4916 1.9629
H 1.4702 0.5028 0.9597
H 1.8220 -1.5751 1.5782
*
```

Best to worst by energy: <A>, <C>, <B>.

<A>
Here is an isolated ion of composition C4H9N2 and charge +1 from the OMol25 dataset. Energies are from ωB97M-V/def2-TZVPD.

```
! RIJCOSX wB97M-V def2-TZVPD def2/J DEFGRID3
* xyz 1 1
C 1.3247 0.4413 0.9344
C -0.1895 -0.9228 0.0107
C -1.4421 -1.3089 -0.6341
C 0.0035 1.4111 -0.9046
N 0.3789 0.2607 -0.0573
N 1.3508 -0.3632 1.8604
H 1.9967 1.1716 0.7364
H 0.2695 -1.5826 0.7491
H -1.6952 -1.0841 -1.5714
H -2.1149 -0.7089 -0.0133
H -1.7158 -2.3603 -0.4680
H 0.7591 1.6692 -1.6045
H -0.9947 1.3286 -1.3861
H 0.0113 2.1524 -0.1407
H 2.0576 -0.1041 2.4890
*
```

As for the SMILES: [H]/N=C/[N+](C)=C/C.

<B>
Here is an isolated ion of composition C4H9N2 and charge +1 from the OMol25 dataset. Energies are from ωB97M-V/def2-TZVPD.

```
! RIJCOSX wB97M-V def2-TZVPD def2/J DEFGRID3
* xyz 1 1
C 0.4957 -1.0184 -1.1316
C 1.2857 0.4777 0.3915
C -0.8643 0.9090 -0.7126
C -0.6319 -0.8808 0.8819
N 0.8810 -1.7327 -1.9683
N 0.0718 -0.0503 -0.1324
H 0.9645 1.3932 1.0396
H 1.8435 -0.3431 0.9088
H 1.6558 0.9418 -0.5401
H -1.2114 1.4960 0.2522
H -0.4408 1.7316 -1.3516
H -1.7955 0.4825 -1.0635
H -0.4882 -0.5168 1.9124
H -1.6399 -1.0469 0.6623
H -0.1259 -1.8429 0.8514
*
```

As for the SMILES: C[N+](C)(C)C#N.

<C>
Here is an isolated ion of composition C4H9N2 and charge +1 from the OMol25 dataset. Energies are from ωB97M-V/def2-TZVPD.

```
! RIJCOSX wB97M-V def2-TZVPD def2/J DEFGRID3
* xyz 1 1
C 1.5940 0.2931 -0.2526
C 0.1830 0.4332 -0.6263
C 2.1336 -0.8506 0.1624
C -0.8714 -0.1482 0.2646
N -2.2059 -0.6985 -0.1717
N -0.7579 1.2979 0.3078
H 2.0742 1.1994 -0.2096
H 0.0461 0.7028 -1.6291
H 3.1474 -0.9809 0.3283
H 1.5128 -1.7864 0.0750
H -0.3843 -0.5254 1.1857
H -2.0423 -1.3783 -0.9118
H -2.6748 -1.2063 0.5664
H -0.3194 1.7909 1.0648
H -1.4349 1.8572 -0.1539
*
```

As for the SMILES: C=C[C@@H]1[NH2+][C@H]1N.

<D>
Here is an isolated ion of composition C4H9N2 and charge +1 from the OMol25 dataset. Energies are from ωB97M-V/def2-TZVPD.

```
! RIJCOSX wB97M-V def2-TZVPD def2/J DEFGRID3
* xyz 1 1
C -0.0110 -0.3876 1.0845
C -1.6392 -0.3383 -0.2118
C 2.0272 0.5198 -0.1037
C -0.5204 0.4827 -0.8523
N -1.3352 -1.0476 1.1628
N 0.6200 0.5659 0.1141
H 0.5341 -0.5824 1.9673
H -2.1158 -0.9129 -0.9411
H -1.1279 -2.0107 1.1730
H -2.3348 0.4358 0.0955
H 2.4955 0.8427 0.7952
H 2.3963 -0.4515 -0.4989
H 2.1709 1.2700 -0.8611
H -0.8538 1.6015 -1.1473
H -0.3060 0.0127 -1.7760
*
```

As for the SMILES: C[N+]1=CNCC1.

Best to worst by energy: <A>, <C>, <B>, <D>.

<A>
Here is a 2-piece molecular cluster, C4H9N2 overall from the OMol25 dataset. Energies are from ωB97M-V/def2-TZVPD.

```
! RIJCOSX wB97M-V def2-TZVPD def2/J DEFGRID3
* xyz 1 1
C -1.4823 0.1406 1.5340
C -0.2958 0.0602 0.7368
C 1.5128 0.1519 -1.8752
C 0.1547 -0.3074 -1.6981
N -0.5608 1.2677 1.5306
N -0.4191 -0.7797 1.9776
H -2.5399 0.0295 1.5719
H 1.8479 -0.2559 -2.8419
H 2.2032 -0.2845 -1.1516
H 1.6104 1.2327 -1.9070
H -0.0371 -1.3634 -1.5836
H -0.6824 0.3150 -1.9660
H -0.8840 2.0623 0.9845
H 0.1281 -0.4829 2.7922
H -0.5555 -1.7861 1.8958
*
```

<B>
Here is a 2-piece molecular cluster, C4H9N2 overall from the OMol25 dataset. Energies are from ωB97M-V/def2-TZVPD.

```
! RIJCOSX wB97M-V def2-TZVPD def2/J DEFGRID3
* xyz 1 1
C 2.3826 0.3697 -1.5823
C -0.2698 0.8885 1.0234
C -1.8534 -0.2010 -0.0666
C 0.4841 -1.3007 0.3362
N 1.6441 -0.3389 -1.1015
N -0.5406 -0.4444 0.5613
H 2.7914 0.8683 -2.3710
H 0.1345 1.3174 0.0482
H -1.0758 1.4703 1.5942
H 0.3943 1.0134 1.8253
H -2.0898 -1.0645 -0.6867
H -2.6881 0.0958 0.5471
H -1.4975 0.5870 -0.8663
H 0.7249 -2.3865 -0.0570
H 1.4590 -0.8745 0.7957
*
```

Best to worst by energy: <B>, <A>.

<A>
Here is a 2-piece molecular cluster, C4H9N2 overall from the OMol25 dataset. Energies are from ωB97M-V/def2-TZVPD.

```
! RIJCOSX wB97M-V def2-TZVPD def2/J DEFGRID3
* xyz 1 1
C 1.9369 -0.0808 -0.2718
C 3.2640 0.3676 -0.1063
C -1.4197 1.2180 -0.2084
C -2.0226 -1.0393 0.1163
N 0.8293 -0.3848 -0.3383
N -1.4522 -0.1786 -0.6669
H 3.5342 -0.1532 0.7845
H 3.1063 1.3851 0.2508
H 3.9459 0.2468 -0.9176
H -2.1425 1.7967 -0.7316
H -1.5341 1.2350 0.9063
H -0.4979 1.7432 -0.4879
H -2.4794 -0.8168 1.1164
H -2.8511 -1.5142 -0.4324
H -1.2937 -1.9185 -0.1598
*
```

<B>
Here is an isolated ion of composition C4H9N2 and charge +1 from the OMol25 dataset. Energies are from ωB97M-V/def2-TZVPD.

```
! RIJCOSX wB97M-V def2-TZVPD def2/J DEFGRID3
* xyz 1 1
C 0.6682 0.1737 -0.2985
C 0.3255 -0.3422 2.1568
C 0.6904 -0.2408 -2.7524
C -0.1518 0.5803 1.0723
N 0.9404 0.1248 -1.4175
N -1.5014 0.2786 0.6632
H 0.4244 -1.4492 1.9016
H -0.3237 -0.2305 2.9874
H 1.2859 0.0060 2.4004
H 1.6470 -0.2377 -3.2662
H 0.1135 -1.1086 -2.8093
H 0.1018 0.5527 -3.1229
H -0.0875 1.6061 1.1956
H -2.1015 0.7469 0.0720
H -2.0311 -0.4600 1.2175
*
```

As for the SMILES: C[N+]#C[C@H](C)N.

Best to worst by energy: <B>, <A>.

<A>
Here is a 2-piece molecular cluster, C4H9N2 overall from the OMol25 dataset. Energies are from ωB97M-V/def2-TZVPD.

```
! RIJCOSX wB97M-V def2-TZVPD def2/J DEFGRID3
* xyz 1 1
C 0.4817 1.1009 0.2862
C -1.9472 -0.0513 -0.7380
C -1.6790 0.6591 0.4850
C 2.4814 -0.4453 -0.1544
N 1.0727 0.0227 0.0104
N -1.5234 -0.7257 0.5104
H 0.8252 2.1521 0.4923
H -2.9914 -0.0912 -1.1729
H -1.2607 -0.1175 -1.4861
H -2.0487 1.3293 1.1141
H 2.9155 -0.4501 0.8046
H 2.9071 0.2415 -0.8672
H 2.5631 -1.4322 -0.3912
H -2.1053 -1.3259 1.0744
H 0.3089 -0.8666 0.0323
*
```

<B>
Here is a 2-piece molecular cluster, C4H9N2 overall from the OMol25 dataset. Energies are from ωB97M-V/def2-TZVPD.

```
! RIJCOSX wB97M-V def2-TZVPD def2/J DEFGRID3
* xyz 1 1
C -0.8346 -1.3253 0.6527
C 0.2816 -0.6531 0.1386
C -2.1305 0.9130 -0.1031
C 1.5753 0.0855 0.2588
N -0.6642 -1.2762 -0.6783
N 2.5436 -0.2235 -0.6828
H -1.5281 -1.7999 1.3453
H -2.2994 0.1521 0.5228
H -1.0159 1.2279 -0.0402
H -2.5802 0.6040 -1.0997
H 1.9792 -0.1600 1.3381
H 1.4984 1.2331 0.3635
H -2.5492 1.8719 0.2529
H 3.2329 -0.9853 -0.7338
H 2.4913 0.3358 -1.5348
*
```

Best to worst by energy: <A>, <B>.

<A>
Here is an isolated ion of composition C4H9N2 and charge +1 from the OMol25 dataset. Energies are from ωB97M-V/def2-TZVPD.

```
! RIJCOSX wB97M-V def2-TZVPD def2/J DEFGRID3
* xyz 1 1
C 1.9907 1.1159 -0.2521
C -0.8692 0.7841 0.0288
C -1.3572 -1.5377 0.0549
C -0.3163 -0.5940 -0.1540
N 2.0494 -0.5213 -0.0910
N 0.9078 -1.0290 -0.0728
H 2.1878 1.5412 0.7599
H 2.6919 1.2603 -1.0317
H -1.8977 0.4979 0.2944
H -0.2716 1.2317 0.8567
H -0.9606 1.4853 -0.7814
H -2.4531 -1.3836 -0.1955
H -1.4950 -1.4255 1.1892
H -1.1802 -2.5788 -0.2022
H 0.9732 1.1534 -0.4032
*
```

As for the SMILES: CN=[N+]=C(C)C.

<B>
Here is C4H9N2 as an isolated structure from the OMol25 dataset. Energies are from ωB97M-V/def2-TZVPD.

```
! RIJCOSX wB97M-V def2-TZVPD def2/J DEFGRID3
* xyz 1 1
C -2.3390 0.3336 0.2260
C 1.9149 1.7719 0.2374
C 1.2665 0.7309 -0.3105
C 0.1408 -1.5795 -0.1151
N -3.2500 -0.2288 -0.1416
N 0.3854 -0.2022 0.4323
H 2.6492 2.2932 -0.4844
H 1.8128 2.1046 1.2362
H 1.3250 0.6995 -1.4104
H 0.1618 -1.3613 -1.1625
H 1.0637 -2.2170 0.1326
H -0.8957 -1.8603 0.0710
H -4.0847 -0.6472 -0.4418
H 0.6639 -0.1643 1.4632
H -0.8148 0.3270 0.2674
*
```

Best to worst by energy: <B>, <A>.

<A>
Here is C20H28N4O4 in the gas phase from the OMol25 dataset. Energies are from ωB97M-V/def2-TZVPD.

```
! RIJCOSX wB97M-V def2-TZVPD def2/J DEFGRID3
* xyz 0 1
C -5.2821 -3.8773 1.8373
C -4.4392 -2.6987 2.3064
C -4.0593 -2.8372 3.7839
C -5.2210 -1.4019 2.1268
O -6.4356 -1.3898 2.2001
N -4.5020 -0.2406 1.9780
C -5.2172 0.9803 1.6489
C -3.0918 -0.2236 1.7027
C -2.7721 -0.5854 0.2489
O -3.6216 -1.0197 -0.5062
N -1.4775 -0.4172 -0.1147
C -1.0347 -0.6023 -1.4938
C 0.1023 0.4179 -1.6771
C 1.2271 -0.1513 -2.5349
N 2.2814 0.8087 -2.8036
C 3.4498 0.8229 -2.1040
O 3.6822 0.0417 -1.1948
C 4.4301 1.8447 -2.5231
C 4.2717 3.0510 -3.2596
N 5.3860 3.7076 -3.3706
O 6.3322 2.9387 -2.7047
C 5.7533 1.8528 -2.1874
C 6.5718 0.9345 -1.3890
C 7.9510 1.3337 -0.9487
C 6.8403 1.2900 0.0533
C 0.5607 0.7486 -0.2561
C -0.2936 1.6822 0.5570
C -0.4534 0.1916 0.6921
H -5.5321 -3.7798 0.7812
H -4.7312 -4.8085 1.9806
H -6.2134 -3.9270 2.3993
H -3.5317 -2.6723 1.7021
H -3.4448 -2.0044 4.1322
H -4.9620 -2.8643 4.3964
H -3.5064 -3.7629 3.9496
H -6.2698 0.8327 1.8648
H -4.8340 1.8091 2.2476
H -5.1047 1.2194 0.5875
H -2.7068 0.7767 1.9143
H -2.5474 -0.8996 2.3639
H -0.6642 -1.6234 -1.6375
H -1.8751 -0.4552 -2.1691
H -0.2846 1.3194 -2.1622
H 1.6827 -1.0029 -2.0281
H 0.8263 -0.5036 -3.4874
H 2.1883 1.4196 -3.5958
H 3.3839 3.4776 -3.7023
H 6.3799 -0.1094 -1.5914
H 8.6981 0.5539 -0.9199
H 8.3123 2.3033 -1.2586
H 6.4477 2.2331 0.4074
H 6.8071 0.4797 0.7664
H 1.6144 0.6724 -0.0280
H 0.1790 2.2156 1.3704
H -1.0885 2.2123 0.0458
H -0.1620 -0.3133 1.6037
*
```

As for the SMILES: CC(C)C(=O)N(C)CC(=O)N1C[C@H](CNC(=O)c2cnoc2C2CC2)[C@H]2C[C@H]21.

<B>
Here is C20H28N4O4 in the gas phase from the OMol25 dataset. Energies are from ωB97M-V/def2-TZVPD.

```
! RIJCOSX wB97M-V def2-TZVPD def2/J DEFGRID3
* xyz 0 1
C -1.3336 -0.2891 3.6370
C -1.6008 -0.0131 2.1375
C -3.0499 -0.4068 1.7721
C -0.5741 -0.7199 1.2091
O -0.1243 -1.8102 1.5691
N -0.1912 -0.1369 0.0362
C 0.8664 -0.7537 -0.7788
C -0.7355 1.1427 -0.4633
C 0.1085 2.3601 -0.0289
O 1.0052 2.2187 0.8021
N -0.1854 3.5649 -0.5673
C 0.5636 4.7830 -0.2404
C 0.4461 5.6250 -1.5215
C 0.4163 7.1433 -1.2406
N 0.5035 7.9446 -2.4632
C -0.5387 8.4934 -3.0907
O -1.7026 8.4153 -2.7212
C -0.1753 9.1791 -4.2679
C 0.1814 10.5188 -4.3979
N 0.5556 10.8272 -5.6174
O 0.4758 9.6349 -6.3388
C 0.0476 8.6407 -5.5160
C -0.0738 7.2492 -6.1094
C -0.4960 7.0585 -7.5488
C 0.9302 6.7469 -7.1225
C -0.7886 5.0762 -2.2482
C -0.5566 3.7471 -2.9468
C -1.2157 3.8059 -1.5799
H -0.3177 -0.0039 3.9165
H -2.0157 0.2715 4.2767
H -1.4458 -1.3478 3.8785
H -1.4812 1.0625 2.0194
H -3.2896 -0.1757 0.7338
H -3.2146 -1.4776 1.9081
H -3.7733 0.1182 2.3969
H 1.2330 -1.7006 -0.3774
H 0.5041 -0.9459 -1.7886
H 1.7216 -0.0802 -0.8483
H -0.7541 1.1086 -1.5528
H -1.7720 1.2888 -0.1630
H 0.0117 5.2628 0.5697
H 1.6026 4.6092 0.0490
H 1.3261 5.4220 -2.1352
H -0.4784 7.3972 -0.6637
H 1.2602 7.4141 -0.6031
H 1.4159 8.1164 -2.8512
H 0.1619 11.2631 -3.6138
H -0.4522 6.5141 -5.3968
H -1.1788 6.2412 -7.7873
H -0.6919 7.9440 -8.1579
H 1.7374 7.4121 -7.4371
H 1.2568 5.7072 -7.0645
H -1.5289 5.7907 -2.6162
H -1.1708 3.5000 -3.8133
H 0.4583 3.3576 -3.0543
H -2.2661 3.5770 -1.3805
*
```

As for the SMILES: CC(C)C(=O)N(C)CC(=O)N1C[C@H](CNC(=O)c2cnoc2C2CC2)[C@H]2C[C@H]21.

Best to worst by energy: <A>, <B>.

<A>
Here is a 4-piece molecular cluster, C4H5BrNO2 overall from the OMol25 dataset. Energies are from ωB97M-V/def2-TZVPD.

```
! RIJCOSX wB97M-V def2-TZVPD def2/J DEFGRID3
* xyz -1 1
C -2.2556 -0.9642 0.0504
C -2.2171 0.2862 -0.4286
C 2.0945 -1.2683 -0.0476
C 1.1759 1.8609 0.6147
N 0.2333 2.1544 1.1877
O 2.3531 -1.2988 1.0882
O 1.6020 -1.5031 -1.0774
Br 3.9349 0.6756 -0.9698
H -3.1781 -1.5091 0.3693
H -1.3290 -1.5423 0.3271
H -3.0931 0.8545 -0.7580
H 1.9390 1.4431 0.0085
H -1.2597 0.8113 -0.3644
*
```

<B>
Here is a 3-piece molecular cluster, C4H5BrNO2 overall from the OMol25 dataset. Energies are from ωB97M-V/def2-TZVPD.

```
! RIJCOSX wB97M-V def2-TZVPD def2/J DEFGRID3
* xyz -1 1
C 0.4051 2.2861 -1.0365
C -0.1387 1.2734 -0.4353
C 1.6214 -2.0363 1.4143
C -2.0116 -0.5875 -0.8710
N -1.6672 0.4299 -1.4914
O 0.6020 -1.7218 0.9138
O 2.6298 -2.6359 1.3603
Br 1.6461 -0.9750 3.5166
H 1.2597 2.7914 -0.6048
H 0.0335 2.6630 -1.9741
H 0.0241 0.6735 0.4289
H -2.8338 -1.1874 -1.2680
H -1.5704 -0.9733 0.0470
*
```

Best to worst by energy: <A>, <B>.